(1)
Density functional theory data (ωB97M-V/def2-TZVPD) for 19 unconnected molecules or ions with the total composition C68H133N19O8 in a non-equilibrium geometry.

Geometry as XYZ:
```
228
Properties=species:S:1:pos:R:3
C -4.8862 0.2140 2.4488
C -5.9922 -0.4199 1.5960
C -6.4369 -1.7372 2.1829
C -5.2569 -2.5376 2.5804
N -4.3615 -3.2107 2.8446
H -4.0320 -0.4367 2.5058
H -5.3084 0.3566 3.4176
H -4.5662 1.2072 2.1241
H -5.6375 -0.6734 0.6080
H -6.8548 0.2501 1.3954
H -7.0333 -2.3269 1.4353
H -6.9997 -1.6856 3.0977
C 3.8682 -7.2717 -0.9546
C 4.5774 -6.7744 -2.2026
C 3.7499 -5.8802 -3.1245
C 3.2995 -4.6578 -2.4546
N 3.0460 -3.6621 -1.9336
H 3.0995 -7.9601 -1.2192
H 3.4307 -6.4193 -0.4077
H 4.5345 -7.7662 -0.2296
H 4.9940 -7.5616 -2.8379
H 5.3736 -6.1186 -1.9247
H 2.8272 -6.2358 -3.6372
H 4.4197 -5.5982 -3.9387
C -0.5768 -2.6794 -0.8121
C -1.1751 -3.2627 0.4570
C -2.4285 -4.0813 0.2087
C -3.4550 -3.1797 -0.2571
N -4.3122 -2.5454 -0.6310
H -1.3312 -2.1308 -1.3957
H -0.2750 -3.4904 -1.4378
H 0.2469 -2.0268 -0.5771
H -1.4722 -2.4413 1.0649
H -0.4465 -3.9329 0.9611
H -2.6834 -4.6222 1.1252
H -2.3461 -4.9171 -0.5623
C -5.2064 0.8183 -4.5495
C -5.3686 0.5024 -3.0571
C -4.6049 1.5001 -2.2386
C -5.1059 2.8664 -2.3827
N -5.3364 3.9990 -2.2553
H -5.5841 -0.0188 -5.1799
H -4.1387 0.8785 -4.7997
H -5.6190 1.7738 -4.8961
H -4.9641 -0.4675 -2.8588
H -6.4368 0.5436 -2.8270
H -3.5467 1.5678 -2.5310
H -4.5255 1.2111 -1.1859
C 0.9032 -3.3840 4.0542
C -0.0439 -2.4730 4.7589
C 0.3625 -1.0358 4.7414
C 1.4031 -0.6593 5.6896
N 2.1522 -0.1876 6.4046
H 1.7690 -3.7424 4.6715
H 1.2680 -2.9453 3.1766
H 0.4106 -4.2951 3.7456
H -0.2045 -2.8518 5.7838
H -1.0341 -2.5317 4.2434
H -0.5222 -0.3761 4.9773
H 0.7331 -0.6259 3.7605
C -3.3244 -2.1664 6.2041
C -4.4846 -3.1315 6.5196
C -5.6527 -2.2797 7.1330
C -6.3642 -1.4989 6.0992
N -6.8740 -0.8508 5.2892
H -3.7856 -1.4149 5.6188
H -2.5855 -2.6842 5.6325
H -2.8243 -1.6822 7.0945
H -4.1366 -3.9344 7.1846
H -4.8623 -3.4718 5.5615
H -5.3004 -1.6017 7.9300
H -6.3387 -2.9597 7.6561
C 3.3508 7.1100 3.9894
C 3.9613 5.7234 4.1714
C 2.9913 4.6248 3.7111
C 2.7521 4.6313 2.2928
N 2.5195 4.7715 1.1748
H 2.6088 7.0885 3.1783
H 4.1406 7.7680 3.6984
H 2.9162 7.4344 4.9295
H 4.2973 5.6020 5.2318
H 4.8330 5.6155 3.5080
H 1.9804 4.7393 4.1313
H 3.3674 3.6470 4.0085
C 7.6656 2.3179 -2.1576
C 8.6846 1.2969 -1.5693
C 8.3567 -0.1586 -1.8632
C 7.1431 -0.4999 -1.0951
N 6.2869 -0.5804 -0.3497
H 7.5405 2.2108 -3.2613
H 7.9180 3.3527 -1.8944
H 6.6628 2.0954 -1.7134
H 8.7099 1.4131 -0.4938
H 9.6829 1.5713 -1.9046
H 9.1864 -0.7032 -1.5136
H 8.1025 -0.4668 -2.9235
C -1.6690 0.5098 -0.2146
C -0.7794 0.7907 0.9858
C 0.3592 1.8124 0.6383
C 0.8962 1.5471 -0.7386
N 1.1465 1.3308 -1.8320
H -2.4875 -0.1964 0.0783
H -1.0503 0.0386 -1.0213
H -2.1341 1.4004 -0.5927
H -0.3211 -0.1318 1.3723
H -1.3264 1.2486 1.8194
H 1.1989 1.6897 1.3140
H 0.0113 2.8654 0.5527
C -1.1422 5.7111 3.6625
C -2.2510 4.9351 4.3541
C -2.2383 3.4480 4.0128
C -1.0041 2.7801 4.4351
N 0.0002 2.2967 4.7348
H -1.1965 6.7617 3.8527
H -1.1740 5.4197 2.6419
H -0.1734 5.3367 4.0701
H -3.2003 5.3575 4.0966
H -2.1988 5.0059 5.4548
H -2.3095 3.3858 2.9201
H -3.1035 2.9568 4.3870
C -5.0106 7.3226 1.0970
C -5.8639 6.2561 0.4006
C -5.7771 4.9154 1.0961
C -4.4563 4.3956 1.1231
N -3.4329 3.8732 1.1331
H -3.9895 6.9634 1.2099
H -5.3816 7.6598 2.0303
H -4.9367 8.1702 0.4436
H -5.5753 6.1080 -0.6582
H -6.8833 6.6409 0.4052
H -6.3591 4.2158 0.4755
H -6.2589 4.8965 2.1260
C 3.1194 -0.3538 -3.3470
O 4.1941 0.2400 -3.5386
N 2.3217 -0.7710 -4.3509
C 1.1084 -1.5067 -4.0483
C 2.6932 -0.5423 -5.7496
H 2.7884 -0.7035 -2.3386
H 0.9895 -1.5365 -2.9547
H 1.1626 -2.4710 -4.5501
H 0.2359 -1.0412 -4.4281
H 3.7618 -0.3539 -5.7398
H 2.5671 -1.4667 -6.3131
H 2.1670 0.2469 -6.2313
C 0.2679 4.8208 -3.5970
O -0.2828 4.3107 -4.5568
N -0.3107 4.8413 -2.3799
C 0.2176 5.4610 -1.1476
C -1.6704 4.1799 -2.2800
H 1.3297 5.2198 -3.7005
H 1.2372 5.8663 -1.2378
H 0.3721 4.6914 -0.4358
H -0.4049 6.2545 -0.7735
H -1.6301 3.1264 -2.5350
H -2.0080 4.2575 -1.2485
H -2.4031 4.6731 -2.8830
C -3.4726 -7.4871 5.9995
O -3.4728 -8.2873 6.9090
N -2.3435 -6.9501 5.4730
C -0.9837 -7.3240 5.9928
C -2.3374 -5.9390 4.4560
H -4.3660 -7.1315 5.4115
H -0.5910 -6.5112 6.5984
H -0.3128 -7.4879 5.1511
H -1.0411 -8.2497 6.5948
H -3.3344 -5.7232 4.1718
H -1.8484 -5.0528 4.8705
H -1.7686 -6.2378 3.5698
C -2.4913 2.2424 -7.1962
O -3.6623 1.9390 -7.4266
N -1.4724 1.3358 -6.9737
C -0.1602 1.7739 -6.4822
C -1.6950 -0.1350 -7.2231
H -2.1441 3.2582 -7.1379
H 0.0265 1.3485 -5.4838
H -0.0690 2.8304 -6.3010
H 0.6473 1.3966 -7.1504
H -2.6307 -0.2202 -7.7835
H -0.9192 -0.5230 -7.9018
H -1.6384 -0.7615 -6.3683
C -2.1739 -3.6556 -7.3700
O -1.0386 -4.1096 -7.4483
N -2.7186 -3.1954 -6.2116
C -4.0720 -2.7864 -6.1370
C -1.9540 -3.0984 -4.9590
H -2.8492 -3.5425 -8.2910
H -4.5948 -3.0984 -7.0317
H -4.2097 -1.7512 -5.8945
H -4.5369 -3.2605 -5.2819
H -1.6591 -2.0704 -4.6693
H -2.6096 -3.5809 -4.2221
H -0.9899 -3.6383 -5.0825
C 2.5097 -0.6321 0.9901
O 1.6712 -1.2313 1.6146
N 3.3326 0.2848 1.5492
C 4.0970 1.2876 0.7462
C 3.3712 0.4462 2.9827
H 2.6216 -0.6701 -0.1148
H 5.1282 1.2368 0.9634
H 3.7759 2.2695 1.1046
H 3.8877 1.1989 -0.3161
H 3.5693 -0.5718 3.3512
H 4.1429 1.1373 3.2831
H 2.4117 0.7675 3.4050
C 4.6806 5.1830 -3.4211
O 5.5995 5.8596 -3.8661
N 4.2704 3.9989 -3.8774
C 3.3464 3.1633 -3.0756
C 4.8268 3.2834 -4.9798
H 4.1373 5.5227 -2.4854
H 3.1634 3.7076 -2.1592
H 3.8287 2.1936 -2.8829
H 2.4117 2.9992 -3.5471
H 5.4100 2.4594 -4.6321
H 4.0745 2.7277 -5.5480
H 5.4502 3.9661 -5.5539
C 5.8394 -3.8107 0.0011
O 6.4672 -4.6834 -0.5838
N 5.6107 -3.8539 1.3354
C 4.7287 -2.8714 1.9718
C 6.1163 -4.9818 2.1424
H 5.3305 -2.9296 -0.4346
H 4.4566 -2.1069 1.2658
H 5.2887 -2.4505 2.7686
H 3.8565 -3.3810 2.2854
H 5.3375 -5.5230 2.6713
H 6.7155 -5.6751 1.5003
H 6.7857 -4.5758 2.9033
```

Frontier orbital gap (Eh): 0.3286
LUMO (eV): 0.2
Net charge: 0
Electronic energy (Eh): -4312.9909
F_max (eV Å⁻¹): 2.59

Here are the Mulliken charges for atoms 1 to 2, given in e: atom 1 (C): -0.588, atom 2 (C): 0.065

---

(2)
Density functional theory data (ωB97M-V/def2-TZVPD) for 6 unconnected molecules or ions with the total composition C68H150F3O6P4S in a non-equilibrium geometry.

Geometry as XYZ:
```
232
Properties=species:S:1:pos:R:3
S -0.2689 -0.0223 -0.0415
O -1.3484 0.5552 0.7439
O 0.0302 -1.4320 0.2118
O -0.5320 0.1985 -1.4248
O 0.9549 0.7586 0.2487
C 4.1286 0.0187 -5.6507
C 2.9712 0.0417 -4.6855
C 3.1339 1.2499 -3.7967
C 2.0615 1.3666 -2.6873
P 2.3077 2.7561 -1.3845
C 3.4324 2.4153 -0.0142
C 4.8021 1.8758 -0.5677
C 5.9487 2.1506 0.3866
C 5.6475 2.0344 1.9338
C 2.9594 4.2060 -2.2065
C 3.6665 5.2960 -1.3940
C 3.4453 6.6604 -1.9822
C 2.1008 7.3533 -1.7638
C 0.6927 3.4411 -0.6422
C -0.4985 3.5239 -1.6006
C -1.7899 3.5926 -0.8247
C -2.9620 3.4754 -1.7735
H 4.1162 0.8634 -6.3395
H 4.2294 -0.9000 -6.2287
H 5.1502 -0.0379 -5.2749
H 3.1080 -0.8881 -4.1334
H 2.0517 -0.0155 -5.2681
H 3.3544 2.1266 -4.4058
H 4.1335 1.1044 -3.3873
H 1.8810 0.4215 -2.1752
H 1.1330 1.4571 -3.2509
H 2.8531 1.7825 0.6582
H 3.4695 3.3389 0.5636
H 5.0991 2.3416 -1.5074
H 4.7322 0.8102 -0.7864
H 6.3113 3.1568 0.1764
H 6.7820 1.4780 0.1833
H 6.5626 2.0595 2.5254
H 5.0812 1.1369 2.1825
H 4.9878 2.7904 2.3595
H 2.2756 4.6609 -2.9231
H 3.7428 3.7110 -2.7804
H 4.7084 4.9822 -1.3299
H 3.2867 5.5069 -0.3943
H 3.6765 6.7347 -3.0448
H 4.1144 7.2820 -1.3872
H 1.3266 6.8753 -2.3639
H 2.1351 8.4318 -1.9180
H 1.7934 7.1691 -0.7344
H 1.0170 4.4439 -0.3643
H 0.4647 3.0661 0.3556
H -0.5133 2.5757 -2.1380
H -0.4667 4.3474 -2.3141
H -1.5937 4.4578 -0.1915
H -1.8947 2.7158 -0.1858
H -3.8342 3.7358 -1.1738
H -3.0379 2.4910 -2.2352
H -2.8285 4.2002 -2.5765
C 2.0212 -3.1682 6.0985
C 1.8927 -2.2856 4.8144
C 2.7331 -2.7569 3.6572
C 2.4634 -2.0415 2.2841
P 3.2880 -2.9811 0.8424
C 5.0198 -3.0775 1.3176
C 5.7931 -1.7886 1.5662
C 7.3201 -1.9585 1.4123
C 7.6676 -1.9617 -0.0581
C 3.1000 -1.8121 -0.5753
C 4.1627 -2.0659 -1.7060
C 3.7292 -3.2791 -2.5113
C 4.7587 -3.6855 -3.6025
C 2.4643 -4.4969 0.6200
C 1.0353 -4.4366 0.0415
C 0.4801 -5.8794 -0.0687
C -1.0264 -5.7414 -0.5065
H 1.3728 -2.9652 6.9508
H 3.0783 -3.1233 6.3604
H 1.7976 -4.1996 5.8256
H 2.1029 -1.2308 4.9916
H 0.8333 -2.3951 4.5825
H 2.5908 -3.8280 3.5134
H 3.8000 -2.5606 3.7630
H 2.8645 -1.0330 2.3852
H 1.4119 -1.9348 2.0175
H 5.5495 -3.6143 0.5306
H 5.0262 -3.7936 2.1394
H 5.6032 -1.4349 2.5795
H 5.4854 -1.0307 0.8457
H 7.7296 -2.8452 1.8962
H 7.7282 -1.1407 2.0063
H 8.7277 -2.0277 -0.3029
H 7.4424 -0.9933 -0.5050
H 7.0700 -2.6965 -0.5975
H 3.2087 -0.8417 -0.0910
H 2.0858 -1.8777 -0.9692
H 5.1493 -2.2642 -1.2871
H 4.3958 -1.1553 -2.2579
H 2.9398 -2.9456 -3.1849
H 3.5633 -4.1342 -1.8560
H 4.5162 -4.5290 -4.2490
H 5.5330 -4.1749 -3.0117
H 5.0021 -2.8144 -4.2108
H 2.3688 -4.9347 1.6136
H 3.0200 -5.2038 0.0039
H 1.0551 -3.8996 -0.9068
H 0.3494 -4.0117 0.7744
H 0.6420 -6.5883 0.7433
H 1.0932 -6.2767 -0.8776
H -1.0606 -5.2210 -1.4636
H -1.6590 -5.2144 0.2078
H -1.3849 -6.7496 -0.7144
C 2.3610 3.0148 4.9461
C 1.5425 2.7429 3.6012
C 0.3928 1.7206 3.6581
C -0.9800 2.3150 3.2127
P -2.3709 1.0534 3.4207
C -3.1440 1.3369 5.1304
C -2.1491 1.7261 6.2117
C -2.7892 1.7366 7.6181
C -2.9097 0.2701 8.1248
C -3.7819 1.3437 2.1276
C -5.1295 0.8727 2.6999
C -6.2547 0.8297 1.6424
C -6.4796 2.1894 0.9563
C -1.7662 -0.7098 3.5291
C -2.7604 -1.8693 3.8490
C -1.9404 -3.1441 4.1298
C -1.7614 -3.4801 5.6224
H 3.2158 3.6722 4.7870
H 2.8055 2.0857 5.3031
H 1.7743 3.3771 5.7903
H 2.2175 2.5391 2.7700
H 1.1445 3.6776 3.2062
H 0.3913 1.3325 4.6767
H 0.6346 0.8345 3.0712
H -0.8995 2.6720 2.1860
H -1.2764 3.2390 3.7092
H -3.5998 0.3656 5.3228
H -3.9755 2.0349 5.0325
H -2.0082 2.7792 5.9683
H -1.1451 1.3041 6.1680
H -3.7817 2.1835 7.5603
H -2.2550 2.3564 8.3381
H -3.1853 0.2207 9.1782
H -1.9716 -0.2838 8.0885
H -3.7202 -0.2702 7.6357
H -3.5718 0.9373 1.1382
H -3.7787 2.4186 1.9467
H -5.5035 1.5744 3.4454
H -5.0269 -0.1470 3.0711
H -7.2088 0.5862 2.1097
H -5.9994 0.0498 0.9250
H -7.1953 2.2188 0.1347
H -5.5943 2.4899 0.3958
H -6.7938 2.9177 1.7039
H -0.9371 -0.7145 4.2366
H -1.2285 -0.8437 2.5905
H -3.3731 -2.0673 2.9695
H -3.5195 -1.7017 4.6130
H -0.9578 -3.1582 3.6582
H -2.3571 -4.0754 3.7461
H -2.5424 -4.1387 6.0025
H -1.6887 -2.6151 6.2816
H -0.7720 -3.9189 5.7513
C 1.3591 -4.7017 -5.8962
C 0.7674 -4.1706 -4.5796
C 0.1325 -2.7399 -4.6977
C -0.5437 -2.3745 -3.4002
P -2.0713 -1.2738 -3.5268
C -3.3079 -2.0243 -4.6719
C -3.6426 -3.4821 -4.4419
C -3.8547 -4.3048 -5.6784
C -4.7698 -5.5320 -5.5045
C -3.0864 -1.2145 -1.9406
C -3.1842 -2.5961 -1.2202
C -4.0006 -2.4702 0.0337
C -4.1902 -3.8730 0.6013
C -1.8020 0.3946 -4.1687
C -1.1537 0.5392 -5.5909
C -0.7300 1.9601 -6.0715
C -1.9473 2.9314 -6.2140
H 2.4468 -4.7043 -5.8258
H 0.9910 -4.1425 -6.7564
H 1.0653 -5.7140 -6.1740
H 1.5716 -4.2258 -3.8459
H 0.0040 -4.8624 -4.2235
H -0.7046 -2.8275 -5.3903
H 0.8182 -2.0029 -5.1157
H 0.0846 -1.7297 -2.7858
H -0.6475 -3.0903 -2.5848
H -2.8176 -2.0055 -5.6452
H -4.1760 -1.3652 -4.6627
H -4.5206 -3.6260 -3.8122
H -2.7477 -3.8779 -3.9617
H -2.9303 -4.5490 -6.2018
H -4.4534 -3.6713 -6.3330
H -4.8763 -6.1215 -6.4151
H -5.7439 -5.3180 -5.0646
H -4.2589 -6.1951 -4.8064
H -4.0851 -0.9635 -2.2981
H -2.7503 -0.4497 -1.2404
H -2.1700 -2.8679 -0.9273
H -3.4827 -3.4114 -1.8792
H -4.9699 -2.0122 -0.1631
H -3.6825 -1.7451 0.7828
H -4.9830 -3.6013 1.2984
H -3.4576 -4.2010 1.3387
H -4.5789 -4.6578 -0.0476
H -1.1189 0.9672 -3.5414
H -2.7968 0.8351 -4.1028
H -1.8872 0.1399 -6.2913
H -0.2883 -0.0972 -5.7761
H -0.1183 1.8766 -6.9698
H -0.0248 2.5164 -5.4540
H -2.4912 3.0971 -5.2841
H -2.7210 2.6305 -6.9204
H -1.6147 3.8981 -6.5919
C -4.8971 4.9820 3.6083
O -4.5746 5.8936 2.5206
O -3.7340 4.7330 4.3816
C -6.1607 5.5690 4.3179
F -7.1467 5.9697 3.4098
F -6.6906 4.5532 4.9648
F -5.9268 6.5872 5.1751
C -4.0313 5.3482 1.3140
C -3.5868 6.5671 0.5298
H -4.4469 7.2075 0.3348
H -2.8951 7.2139 1.0696
H -3.2356 6.1879 -0.4299
H -4.7801 4.7618 0.7816
H -3.1831 4.6696 1.4037
H -5.1911 4.0530 3.1198
```

Frontier orbital gap (Eh): 0.2013
LUMO (eV): -1.8
Net charge: +1
Electronic energy (Eh): -5195.2139
F_max (eV Å⁻¹): 4.49

Here are the Mulliken charges for atoms 1 to 2, given in e: atom 1 (S): -1.680, atom 2 (O): 0.875

---

Q: Among the records above, which one has the lowest F_max?
A: C68H133N19O8

---

Q: Which of these has the lowest LUMO?
A: C68H150F3O6P4S